(1)
{
  "formula": "C25H26N6O2",
  "method": "the ωB97M-V functional and the def2-TZVPD basis",
  "homo_ha": -0.3375,
  "e_lumo_ev": 0.58,
  "smiles": "N#CO[C@H]1CCC(=O)N1.c1ccncc1.c1ccncc1.c1ccncc1.c1ccncc1",
  "species": ["N", "C", "O", "C", "C", "C", "C", "O", "N", "H", "H", "H", "H", "H", "H", "N", "C", "C", "C", "C", "C", "H", "H", "H", "H", "H", "N", "C", "C", "C", "C", "C", "H", "H", "H", "H", "H", "N", "C", "C", "C", "C", "C", "H", "H", "H", "H", "H", "N", "C", "C", "C", "C", "C", "H", "H", "H", "H", "H"],
  "coordinates": [[1.95, 1.12, 0.34], [1.41, 1.59, -0.53], [0.45, 2.23, -1.22], [-0.17, 1.37, -2.21], [-0.54, -0.08, -1.82], [-1.83, 0.02, -0.94], [-2.13, 1.56, -1.06], [-2.68, 2.24, -0.27], [-1.54, 1.97, -2.32], [0.21, 1.39, -3.25], [-0.95, -0.47, -2.77], [0.24, -0.81, -1.58], [-1.72, -0.19, 0.14], [-2.62, -0.61, -1.39], [-1.36, 2.97, -2.19], [1.18, -2.66, 3.80], [1.54, -1.74, 2.90], [1.42, -0.37, 3.11], [0.87, 0.06, 4.30], [0.48, -0.88, 5.25], [0.66, -2.22, 4.94], [1.96, -2.13, 1.98], [1.73, 0.33, 2.35], [0.75, 1.12, 4.50], [0.05, -0.58, 6.19], [0.37, -2.99, 5.65], [-1.03, -2.70, -3.13], [-0.81, -3.61, -2.18], [-1.32, -4.89, -2.20], [-2.11, -5.26, -3.28], [-2.36, -4.33, -4.28], [-1.80, -3.07, -4.15], [-0.18, -3.28, -1.35], [-1.10, -5.59, -1.41], [-2.54, -6.26, -3.34], [-2.98, -4.58, -5.13], [-1.96, -2.31, -4.91], [-2.25, 1.72, 5.51], [-2.50, 1.54, 4.21], [-3.31, 2.38, 3.46], [-3.89, 3.47, 4.09], [-3.64, 3.68, 5.43], [-2.82, 2.78, 6.09], [-2.03, 0.68, 3.76], [-3.48, 2.19, 2.40], [-4.53, 4.15, 3.53], [-4.08, 4.51, 5.96], [-2.59, 2.90, 7.15], [3.31, 0.92, -3.84], [4.18, -0.03, -3.49], [5.54, 0.19, -3.31], [6.02, 1.48, -3.51], [5.14, 2.48, -3.88], [3.80, 2.15, -4.02], [3.76, -1.02, -3.35], [6.20, -0.61, -3.02], [7.07, 1.69, -3.38], [5.47, 3.49, -4.04], [3.07, 2.90, -4.31]]
}

***

(2)
{
  "formula": "C25H27As2InN4O",
  "method": "the ωB97M-V functional and the def2-TZVPD basis",
  "charge": 2,
  "homo_ha": -0.4945,
  "e_lumo_ev": -6.09,
  "relative_energy_kj_mol": 0.97,
  "species": ["In", "C", "As", "C", "C", "C", "C", "C", "C", "C", "As", "C", "C", "H", "H", "H", "H", "H", "H", "H", "H", "H", "H", "H", "H", "H", "H", "H", "H", "O", "C", "C", "C", "C", "C", "C", "C", "N", "C", "C", "N", "H", "H", "H", "H", "H", "H", "H", "N", "C", "C", "C", "C", "N", "C", "C", "H", "H", "H", "H"],
  "coordinates": [[-0.55, -0.42, 0.20], [-1.45, 0.38, -3.95], [-1.76, -0.62, -2.32], [-3.70, -0.63, -2.20], [-1.34, -2.46, -2.81], [-1.31, -2.81, -4.15], [-1.03, -4.12, -4.54], [-0.78, -5.08, -3.58], [-0.80, -4.74, -2.23], [-1.08, -3.44, -1.84], [-1.08, -3.03, 0.04], [0.29, -4.13, 0.84], [-2.75, -3.70, 0.75], [-2.17, 0.08, -4.71], [-0.44, 0.21, -4.32], [-1.59, 1.44, -3.75], [-4.11, -1.11, -3.09], [-4.06, 0.39, -2.14], [-4.02, -1.17, -1.31], [-1.50, -2.08, -4.92], [-1.02, -4.37, -5.59], [-0.57, -6.10, -3.87], [-0.60, -5.51, -1.49], [0.03, -5.19, 0.75], [0.38, -3.87, 1.90], [1.24, -3.94, 0.35], [-2.82, -4.76, 0.52], [-3.58, -3.17, 0.28], [-2.77, -3.55, 1.82], [0.18, -0.44, 2.12], [1.31, -1.10, 2.41], [1.39, -1.77, 3.63], [2.52, -2.49, 3.99], [3.60, -2.57, 3.12], [3.55, -1.90, 1.91], [2.42, -1.15, 1.54], [2.46, -0.40, 0.29], [1.43, -0.03, -0.48], [1.94, 0.62, -1.59], [3.29, 0.66, -1.48], [3.59, 0.02, -0.30], [0.54, -1.70, 4.30], [2.55, -2.99, 4.94], [4.48, -3.14, 3.38], [4.39, -1.98, 1.24], [1.31, 1.03, -2.36], [4.05, 1.08, -2.12], [4.52, -0.08, 0.09], [-4.68, 5.47, 2.55], [-4.06, 4.58, 2.18], [-3.29, 3.46, 1.72], [-3.08, 3.27, 0.35], [-2.35, 2.17, -0.05], [-1.82, 1.30, 0.82], [-2.00, 1.50, 2.14], [-2.74, 2.56, 2.62], [-3.48, 3.96, -0.38], [-2.16, 1.99, -1.10], [-1.53, 0.79, 2.80], [-2.87, 2.69, 3.69]]
}

***

(3)
{
  "formula": "C25H27CeCl2Sb",
  "method": "the ωB97M-V functional and the def2-TZVPD basis",
  "homo_ha": [-0.2821, -0.2821],
  "e_lumo_ev": [-0.77, -0.77],
  "species": ["Ce", "Cl", "Cl", "C", "H", "H", "C", "C", "H", "C", "H", "C", "H", "H", "C", "H", "H", "C", "H", "H", "H", "H", "C", "C", "C", "C", "C", "C", "Sb", "C", "C", "C", "C", "C", "C", "C", "C", "C", "C", "C", "C", "H", "H", "H", "H", "H", "H", "H", "H", "H", "H", "H", "H", "H", "H", "H"],
  "coordinates": [[2.79, -0.21, -1.82], [1.84, -2.48, -1.15], [2.71, 1.22, 0.30], [4.75, -0.95, -1.51], [5.48, -0.34, -0.97], [5.01, -1.96, -1.87], [-0.68, 1.57, -2.07], [0.33, 1.05, -2.73], [-0.51, 2.36, -1.34], [0.20, -0.26, -3.47], [1.29, 1.61, -2.83], [-1.19, -0.37, -4.15], [0.98, -0.38, -4.24], [0.30, -1.12, -2.77], [-2.35, -0.04, -3.21], [-1.22, 0.36, -4.96], [-1.33, -1.36, -4.59], [-2.11, 1.16, -2.27], [-3.23, 0.18, -3.83], [-2.62, -0.91, -2.60], [-2.71, 2.00, -2.66], [-2.55, 0.93, -1.29], [3.96, -0.61, 5.73], [3.74, -1.56, 4.72], [2.63, -1.42, 3.86], [1.75, -0.35, 4.03], [1.95, 0.58, 5.06], [3.06, 0.45, 5.90], [0.08, -0.23, 2.62], [-0.99, -1.89, 3.57], [-1.50, -2.87, 2.71], [-2.10, -4.01, 3.24], [-2.20, -4.18, 4.63], [-1.69, -3.19, 5.48], [-1.08, -2.04, 4.95], [-0.89, 1.52, 3.50], [-2.06, 1.42, 4.25], [-2.62, 2.58, 4.81], [-2.01, 3.83, 4.62], [-0.84, 3.92, 3.85], [-0.28, 2.76, 3.28], [4.83, -0.70, 6.38], [4.42, -2.39, 4.59], [2.47, -2.16, 3.07], [1.24, 1.40, 5.21], [3.23, 1.19, 6.69], [-1.41, -2.75, 1.62], [-2.49, -4.78, 2.57], [-2.67, -5.07, 5.05], [-1.77, -3.30, 6.57], [-0.68, -1.28, 5.63], [-2.55, 0.46, 4.40], [-3.53, 2.51, 5.41], [-2.44, 4.73, 5.06], [-0.35, 4.89, 3.70], [0.62, 2.85, 2.67]]
}

***

(4)
{
  "formula": "C25H27CoF3N3O4S2Te",
  "method": "the ωB97M-V functional and the def2-TZVPD basis",
  "homo_ha": [-0.2522, -0.2523],
  "e_lumo_ev": [-0.95, -0.96],
  "relative_energy_kj_mol": 113.13,
  "species": ["Co", "F", "C", "F", "F", "C", "C", "C", "C", "N", "C", "S", "H", "H", "H", "C", "C", "C", "C", "C", "C", "C", "S", "O", "O", "O", "H", "H", "H", "H", "H", "H", "H", "C", "N", "C", "C", "C", "N", "C", "C", "O", "H", "H", "H", "H", "H", "H", "H", "H", "H", "H", "H", "H", "Te", "C", "C", "C", "C", "C", "C", "H", "H", "H", "H", "H"],
  "coordinates": [[-1.20, 1.27, 0.17], [-4.77, 3.54, 3.27], [-5.40, 3.46, 2.10], [-6.28, 4.47, 2.04], [-6.09, 2.31, 2.08], [-4.44, 3.53, 0.93], [-4.54, 4.56, 0.02], [-3.65, 4.66, -1.04], [-2.67, 3.72, -1.14], [-2.57, 2.71, -0.27], [-3.42, 2.58, 0.75], [-3.00, 1.18, 1.71], [-5.32, 5.30, 0.15], [-3.73, 5.46, -1.77], [-1.93, 3.73, -1.94], [2.47, -4.17, -3.89], [1.65, -2.96, -3.50], [0.33, -2.83, -3.93], [-0.44, -1.73, -3.61], [0.12, -0.73, -2.80], [1.43, -0.83, -2.35], [2.19, -1.94, -2.72], [-0.85, 0.68, -2.40], [0.00, 1.48, -1.46], [-1.20, 1.32, -3.63], [-1.96, 0.18, -1.58], [2.34, -4.42, -4.94], [2.19, -5.05, -3.30], [3.54, -4.00, -3.72], [-0.11, -3.61, -4.56], [-1.46, -1.63, -3.97], [1.86, -0.03, -1.76], [3.23, -2.01, -2.40], [-2.12, -2.17, 0.16], [-0.68, -2.44, 0.23], [-0.20, -3.75, -0.20], [0.99, -4.15, 0.64], [2.06, -3.10, 0.47], [1.51, -1.76, 0.65], [2.46, -0.69, 0.93], [0.18, -1.47, 0.59], [-0.22, -0.32, 0.90], [-2.65, -2.82, 0.86], [-2.48, -2.37, -0.85], [-2.33, -1.14, 0.40], [0.04, -3.74, -1.26], [-1.02, -4.46, -0.06], [1.37, -5.13, 0.35], [0.69, -4.20, 1.69], [2.51, -3.17, -0.53], [2.86, -3.23, 1.19], [2.86, -0.77, 1.94], [1.98, 0.28, 0.83], [3.30, -0.75, 0.23], [-0.40, 3.03, 2.09], [1.51, 2.75, 2.86], [1.94, 1.49, 3.27], [3.22, 1.32, 3.80], [4.07, 2.41, 3.91], [3.65, 3.67, 3.49], [2.36, 3.85, 2.98], [1.27, 0.63, 3.19], [3.54, 0.34, 4.13], [5.07, 2.29, 4.31], [4.31, 4.53, 3.58], [2.03, 4.83, 2.67]]
}

***

The calculation returns the following maximum force values, one per record and in order: 0.109 0.005 0.050 0.035 Eh/bohr.
The calculation returns the following electronic energy values, one per record and in order: -39379.8984 -161209.1121 -70871.5255 -113768.2297 eV.